The following is a DFT calculation (ωB97M-V/def2-TZVPD) of C4H7N3O2 in the gas phase in a non-equilibrium geometry.

As for the multiplicity: 1. The calculation puts the relative energy (zero: lowest compared OMol25 entry of this formula, charge and spin) at 44.1 kcal per mole. The HOMO energy is -8.49 eV. The value obtained for the HOMO-LUMO gap is 9.277 eV. The structure (SMILES) is COc1n[nH]c(=O)n1C. The total energy is -471.3328 Eh.

Atoms and positions in Å:
C1 -1.4118 2.0383 0.9468
O1 -1.2150 1.0711 -0.1354
C2 -0.1834 0.2476 0.1861
N1 0.2245 0.0023 1.4286
N2 1.1210 -1.0682 1.4205
C3 1.2998 -1.3808 0.0990
O2 2.1251 -2.1563 -0.3683
N3 0.4262 -0.6674 -0.6303
C4 0.1413 -0.9025 -2.0057
H1 -0.6666 2.8636 0.9500
H2 -1.4062 1.4916 1.8708
H3 -2.3893 2.5142 0.9124
H4 1.8337 -1.1623 2.1905
H5 0.2471 -1.9239 -2.2812
H6 -0.8696 -0.6900 -2.0309
H7 0.7233 -0.2774 -2.5528

Results of the Mulliken charge analysis, in e, for atoms 1 through 6:
1 C -0.695
2 O -0.371
3 C 0.623
4 N -0.554
5 N -0.111
6 C 0.404

***

The following is a DFT calculation (ωB97M-V/def2-TZVPD) of a molecular structure, C13H17IN3O2OsSbSe4Si in a non-equilibrium geometry.

As for the multiplicity: 5. The calculation puts the relative energy (zero: lowest compared OMol25 entry of this formula, charge and spin) at 10.4 kcal per mole. The HOMO energy (alpha / beta) is -2.13 / -2.26 eV. The value obtained for the HOMO-LUMO gap (alpha / beta) is 6.451 / 5.666 eV. The total energy is -11344.2274 Eh. The expectation value of S² is 6.046. Its charge is -2.

Atoms and positions in Å:
Os1 1.1629 -0.7239 1.0999
Se1 6.0613 1.9707 -1.6967
Sb1 4.8837 0.0351 -0.5946
Se2 2.8909 1.0207 1.0211
Se3 1.9214 -1.9609 -0.7011
Se4 6.7213 0.0783 1.0942
C1 -1.6167 -0.7561 4.1099
C2 -1.1258 0.3724 3.2083
O1 0.2922 0.2925 2.9625
H1 -2.6564 -0.8304 4.1224
H2 -1.2370 -0.5221 5.1613
H3 -1.0913 -1.6320 3.7665
H4 -1.2409 1.3498 3.6148
H5 -1.5567 0.3047 2.2237
H6 0.6536 -0.2735 3.6415
I1 1.9497 -2.8309 2.9616
C3 -1.7778 -0.4340 -0.4353
Si1 -0.1391 0.5714 -0.3977
C4 -0.7459 2.3177 0.3011
C5 0.5146 0.8762 -2.0798
C6 1.4129 1.9439 -2.1873
C7 2.0770 2.2751 -3.3751
C8 1.7908 1.4806 -4.4797
C9 0.9400 0.4037 -4.4350
C10 0.2779 0.0972 -3.2246
H7 -2.2741 -0.6075 -1.3998
H8 -2.5030 0.0482 0.2628
H9 -0.8804 -2.3233 -0.5288
H10 -0.6014 2.9452 -0.5986
H11 -0.2415 2.6726 1.2183
H12 -1.8214 2.3787 0.5591
H13 1.7149 2.5038 -1.2425
H14 2.8375 2.9598 -3.4139
H15 2.2379 1.7090 -5.4191
H16 0.8370 -0.3020 -5.2278
H17 -0.2569 -0.9054 -3.1261
O2 -0.6089 -1.6435 1.2310
N1 -1.4753 -1.7657 0.1197
C11 -2.6662 -2.6324 0.4649
C12 -3.2274 -3.2346 -0.6609
N2 -3.7850 -3.5125 -1.6195
C13 -3.4860 -2.1075 1.4518
N3 -4.1624 -1.6092 2.2474

Results of the Mulliken charge analysis, in e, for atoms 1 through 6:
1 Os 1.821
2 Se -0.635
3 Sb 0.400
4 Se -0.478
5 Se -0.374
6 Se -0.510

***

The following is a DFT calculation (ωB97M-V/def2-TZVPD) of C22H27N3O in the gas phase.

As for the multiplicity: 1. The calculation puts the relative energy (zero: lowest compared OMol25 entry of this formula, charge and spin) at 0.0 kcal per mole. The HOMO energy is -8.33 eV. The value obtained for the HOMO-LUMO gap is 8.593 eV. The structure (SMILES) is O=c1[nH]c(CN2CCCCC2)nc2c1C1(CCCC1)Cc1ccccc1-2. The total energy is -1094.0900 Eh.

Atoms and positions in Å:
O1 -0.8646 -3.0273 -0.6106
C1 -0.5565 -1.8490 -0.5754
N1 0.7353 -1.5047 -0.9972
C2 1.1881 -0.2341 -1.1075
C3 2.6002 -0.0155 -1.5705
N2 3.4936 0.2040 -0.4466
C4 3.6536 -0.9781 0.3806
C5 4.4609 -0.6423 1.6306
C6 5.8274 -0.0913 1.2429
C7 5.6265 1.1074 0.3239
C8 4.7845 0.7053 -0.8821
N3 0.4398 0.7744 -0.8375
C9 -0.8252 0.5475 -0.3789
C10 -1.3487 -0.7088 -0.1700
C11 -2.7773 -0.8588 0.3106
C12 -3.7305 -0.9011 -0.9197
C13 -4.4531 -2.2470 -0.8495
C14 -4.4849 -2.5581 0.6414
C15 -3.0796 -2.1614 1.0831
C16 -3.1146 0.3317 1.2214
C17 -2.8096 1.6456 0.5765
C18 -3.6100 2.7637 0.7367
C19 -3.2504 3.9725 0.1627
C20 -2.0785 4.0731 -0.5696
C21 -1.2714 2.9640 -0.7375
C22 -1.6349 1.7455 -0.1722
H1 1.3169 -2.2893 -1.2716
H2 2.9208 -0.8715 -2.1970
H3 2.6092 0.8900 -2.1807
H4 2.6646 -1.3313 0.6813
H5 4.1589 -1.7914 -0.1772
H6 4.5650 -1.5382 2.2451
H7 3.9165 0.1095 2.2036
H8 6.3862 0.2004 2.1335
H9 6.4009 -0.8624 0.7219
H10 6.5864 1.4977 -0.0182
H11 5.1041 1.8965 0.8661
H12 4.6155 1.5775 -1.5183
H13 5.3296 -0.0529 -1.4761
H14 -3.1811 -0.7878 -1.8546
H15 -4.4445 -0.0791 -0.8559
H16 -5.4439 -2.2075 -1.3012
H17 -3.8652 -3.0093 -1.3614
H18 -4.7020 -3.6048 0.8484
H19 -5.2376 -1.9440 1.1406
H20 -3.0019 -2.0162 2.1605
H21 -2.3868 -2.9445 0.7871
H22 -2.5095 0.2557 2.1330
H23 -4.1640 0.2815 1.5152
H24 -4.5201 2.6908 1.3155
H25 -3.8849 4.8375 0.2905
H26 -1.7968 5.0181 -1.0103
H27 -0.3561 3.0177 -1.3052

Results of the Mulliken charge analysis, in e, for atoms 1 through 6:
1 O -0.764
2 C 0.054
3 N -0.039
4 C 0.381
5 C -1.144
6 N 0.156

***

The following is a DFT calculation (ωB97M-V/def2-TZVPD) of 2 unconnected molecules or ions with the total composition C5H14 in a non-equilibrium geometry.

As for the multiplicity: 1. The calculation puts the relative energy (zero: lowest compared OMol25 entry of this formula, charge and spin) at 50.1 kcal per mole. The HOMO energy is -10.93 eV. The value obtained for the HOMO-LUMO gap is 11.993 eV. The structure (SMILES) is CCC.CC. The total energy is -198.8094 Eh.

Atoms and positions in Å:
C1 2.8205 0.5886 0.1842
C2 1.5751 -0.2584 0.0224
C3 1.0111 -0.8110 1.4417
H1 2.6020 1.4642 0.5942
H2 3.2704 0.8814 -0.7813
H3 3.5346 0.1941 0.9189
H4 0.8397 0.3731 -0.3245
H5 1.9081 -1.2032 -0.4985
H6 1.7976 -0.9352 2.1003
H7 0.5346 -0.0289 1.7958
H8 0.2501 -1.4722 1.3079
C4 -3.2632 0.2022 -0.8478
C5 -1.7415 0.1233 -0.8600
H9 -3.6495 0.9140 -1.5413
H10 -3.7055 -0.8011 -0.9738
H11 -3.6200 0.4679 0.2250
H12 -1.5418 -0.6884 -0.2251
H13 -1.3236 0.9404 -0.5460
H14 -1.2985 0.0492 -1.9920

Results of the Mulliken charge analysis, in e, for atoms 1 through 6:
1 C -1.410
2 C 0.100
3 C -1.441
4 H 0.470
5 H 0.314
6 H 0.336

***

The following is a DFT calculation (ωB97M-V/def2-TZVPD) of 2 unconnected molecules or ions with the total composition CH5N2S2 in a non-equilibrium geometry.

As for the multiplicity: 1. The calculation puts the relative energy (zero: lowest compared OMol25 entry of this formula, charge and spin) at 37.7 kcal per mole. The HOMO energy is -12.38 eV. The value obtained for the HOMO-LUMO gap is 8.289 eV. The total energy is -946.6906 Eh. Its charge is +1.

Atoms and positions in Å:
C1 -1.1730 -0.7375 1.1473
N1 1.2222 0.9361 -1.2160
N2 -0.6065 -1.0400 0.1021
S1 -2.0116 -1.3929 2.5432
S2 -1.8160 0.6073 1.9986
H1 1.7379 1.6306 -0.6896
H2 0.4820 0.3782 -0.7135
H3 -0.2444 -2.0295 0.2384
H4 0.6439 1.4902 -1.8640
H5 1.7657 0.1574 -1.5465

Results of the Mulliken charge analysis, in e, for atoms 1 through 6:
1 C 0.397
2 N -0.408
3 N -0.640
4 S -0.021
5 S -0.067
6 H 0.379

***

The following is a DFT calculation (ωB97M-V/def2-TZVPD) of C24H27N3O5 in the gas phase.

As for the multiplicity: 1. The calculation puts the relative energy (zero: lowest compared OMol25 entry of this formula, charge and spin) at 45.4 kcal per mole. The HOMO energy is -8.16 eV. The value obtained for the HOMO-LUMO gap is 8.502 eV. The structure (SMILES) is CCOC(=O)N1CCN(C(=O)/C(=C/c2ccccc2OC)NC(=O)c2ccccc2)CC1. The total energy is -1471.2590 Eh.

Atoms and positions in Å:
C1 7.3263 -0.2776 -2.3718
C2 6.8694 -0.8238 -1.0262
O1 5.4512 -0.7713 -0.8891
C3 4.7680 -1.7763 -1.4873
O2 5.2856 -2.7098 -2.0559
N1 3.4333 -1.6055 -1.3762
C4 2.8267 -0.5123 -0.6445
C5 1.3986 -0.3085 -1.1401
N2 0.6215 -1.5012 -0.8922
C6 -0.5920 -1.5058 -0.3084
O3 -1.1575 -2.5231 0.0443
C7 -1.3014 -0.1781 -0.1974
C8 -1.8451 0.4145 -1.2696
C9 -2.6388 1.6357 -1.2743
C10 -2.3990 2.6918 -0.3997
C11 -3.1610 3.8461 -0.4386
C12 -4.1790 3.9613 -1.3660
C13 -4.4256 2.9366 -2.2658
C14 -3.6632 1.7770 -2.2357
O4 -3.8353 0.7212 -3.0764
C15 -4.8338 0.7945 -4.0637
N3 -1.5087 0.2459 1.1127
C16 -0.6745 -0.0947 2.1382
O5 0.3905 -0.6504 1.9458
C17 -1.1570 0.2822 3.4941
C18 -0.7375 -0.5055 4.5630
C19 -1.1517 -0.2187 5.8497
C20 -1.9766 0.8692 6.0840
C21 -2.3794 1.6712 5.0287
C22 -1.9766 1.3815 3.7374
C23 1.3396 -2.7641 -0.9619
C24 2.5378 -2.6264 -1.8848
H1 8.4117 -0.2745 -2.4151
H2 6.9430 -0.9068 -3.1712
H3 6.9610 0.7372 -2.5116
H4 7.2521 -0.2167 -0.2029
H5 7.2005 -1.8609 -0.9110
H6 2.8005 -0.7280 0.4306
H7 3.4176 0.3920 -0.8023
H8 1.4053 -0.0789 -2.2134
H9 0.9481 0.5312 -0.6094
H10 -1.7333 -0.0713 -2.2272
H11 -1.5715 2.6247 0.2912
H12 -2.9546 4.6536 0.2474
H13 -4.7830 4.8554 -1.4034
H14 -5.2174 3.0552 -2.9884
H15 -5.8305 0.8941 -3.6220
H16 -4.6570 1.6242 -4.7559
H17 -4.7763 -0.1467 -4.6081
H18 -2.3641 0.7490 1.3039
H19 -0.0904 -1.3450 4.3591
H20 -0.8299 -0.8411 6.6711
H21 -2.3007 1.0976 7.0884
H22 -3.0107 2.5283 5.2124
H23 -2.2835 2.0365 2.9337
H24 1.6638 -3.0584 0.0433
H25 0.6490 -3.5275 -1.3283
H26 2.2045 -2.3642 -2.8969
H27 3.0950 -3.5639 -1.9437

Results of the Mulliken charge analysis, in e, for atoms 1 through 6:
1 C -1.111
2 C -0.295
3 O -0.403
4 C 0.598
5 O -0.664
6 N 0.273